[1]
ORCA calculation (ωB97M-V with the def2-TZVPD basis set) on C34H29AsFN3ReS2 as an isolated structure in a non-equilibrium geometry.

The calculation puts the molecular weight at 823.9 g/mol. For the max |F|, the calculation gives 0.0348 hartree/bohr. The value obtained for the HOMO energy (alpha / beta) is -13.27 / -13.24 eV. Its energy above the lowest of the compared OMol25 structures with the same formula, charge and spin is 33.8 kcal per mole.

ORCA input file:
```
! wB97M-V def2-TZVPD RIJCOSX def2/J DEFGRID3
* xyz 2 2
Re -1.06 -1.07 0.40
C -4.28 -4.48 -2.29
N -4.33 -3.00 -2.33
C -5.21 -2.27 -3.11
C -4.97 -0.98 -2.89
N -3.91 -0.92 -1.96
C -3.55 -2.18 -1.63
S -2.32 -2.82 -0.60
C -3.46 0.33 -1.40
C -3.87 1.50 -2.01
C -3.67 2.70 -1.35
C -3.11 2.69 -0.09
C -2.66 1.49 0.41
N -2.77 0.31 -0.25
H -5.10 -4.85 -2.90
H -4.40 -4.82 -1.27
H -3.33 -4.83 -2.69
H -5.95 -2.74 -3.75
H -5.47 -0.11 -3.26
H -4.34 1.49 -2.98
H -3.98 3.63 -1.82
H -2.97 3.60 0.49
H -2.16 1.45 1.36
S -0.82 -0.73 2.59
C 0.77 -0.06 3.04
C 1.14 -0.12 4.38
C 2.39 0.36 4.75
C 3.24 0.90 3.81
C 2.86 0.99 2.47
C 1.62 0.49 2.09
As 0.79 0.63 0.38
C 0.27 2.50 0.38
C -0.09 3.10 1.58
C -0.44 4.44 1.59
C -0.44 5.18 0.41
C -0.07 4.57 -0.78
C 0.29 3.23 -0.80
C 1.94 0.49 -1.13
C 3.32 0.62 -1.06
C 4.07 0.53 -2.22
C 3.45 0.30 -3.44
C 2.07 0.16 -3.51
C 1.31 0.25 -2.35
H 0.46 -0.54 5.11
H 2.69 0.30 5.79
H 4.21 1.28 4.11
H 3.51 1.47 1.76
H -0.07 2.55 2.51
H -0.70 4.92 2.53
H -0.70 6.23 0.43
H -0.04 5.15 -1.70
H 0.61 2.78 -1.73
H 3.82 0.78 -0.12
H 5.15 0.64 -2.17
H 4.05 0.22 -4.34
H 1.59 -0.03 -4.46
H 0.24 0.14 -2.41
F 5.34 -2.41 2.64
C 4.12 -2.50 2.09
C 3.98 -2.31 0.74
C 2.71 -2.39 0.18
C 1.59 -2.66 0.97
C 0.24 -2.78 0.33
C 1.78 -2.88 2.33
C 3.04 -2.80 2.91
H 4.86 -2.12 0.13
H 2.59 -2.28 -0.89
H -0.35 -3.57 0.81
H 0.32 -3.03 -0.72
H 0.93 -3.12 2.96
H 3.20 -2.98 3.96
*
```

=====

[2]
ORCA calculation (ωB97M-V with the def2-TZVPD basis set) on a 2-piece molecular cluster, C6H15NO overall in a non-equilibrium geometry.

The calculation puts the molecular weight at 117.2 g/mol. As for the SMILES: CCC(N)=O.CCC. For the max |F|, the calculation gives 0.0815 hartree/bohr. The value obtained for the HOMO energy is -9.64 eV. Its energy above the lowest of the compared OMol25 structures with the same formula, charge and spin is 51.3 kcal per mole.

ORCA input file:
```
! wB97M-V def2-TZVPD RIJCOSX def2/J DEFGRID3
* xyz 0 1
C 1.57 1.54 1.32
C 1.53 2.06 -0.12
C 0.22 1.52 2.05
O -0.06 2.21 3.01
N -0.76 0.82 1.43
H 1.98 0.57 1.37
H 2.20 2.15 1.95
H 0.64 2.13 -0.77
H -1.62 0.84 1.96
H -0.46 0.22 0.62
H 2.16 1.23 -0.79
H 2.07 3.05 -0.25
C -0.33 -1.84 -1.26
C -1.39 -1.15 -2.07
C -0.73 -2.08 0.17
H -0.06 -2.83 -1.77
H 0.61 -1.04 -1.41
H -1.66 -0.21 -1.50
H -0.42 -1.38 1.01
H -1.84 -2.10 0.25
H -0.47 -3.10 0.29
H -0.94 -0.89 -3.08
H -2.26 -1.70 -2.44
*
```

=====

[3]
ORCA calculation (ωB97M-V with the def2-TZVPD basis set) on C6H10N2O as an isolated structure in a non-equilibrium geometry.

The calculation puts the molecular weight at 126.2 g/mol. For the max |F|, the calculation gives 0.1166 hartree/bohr. The value obtained for the HOMO energy is -8.77 eV. Its energy above the lowest of the compared OMol25 structures with the same formula, charge and spin is 148.9 kcal per mole.

ORCA input file:
```
! wB97M-V def2-TZVPD RIJCOSX def2/J DEFGRID3
* xyz 0 1
C 0.76 0.52 -0.18
C 1.31 -0.84 0.38
C 0.17 -0.31 1.12
C -1.63 0.59 0.35
C -0.71 0.38 -0.96
C -1.20 -0.96 -0.68
H 2.03 2.07 -1.01
H 1.17 2.37 0.50
H 2.15 -0.45 0.94
H 1.98 -2.70 0.29
H 0.16 0.06 2.13
H -1.59 1.58 0.98
H -2.72 0.48 0.09
H -0.78 1.04 -1.83
H -2.15 -0.93 -1.06
H -0.80 -1.75 -1.31
N 1.67 1.67 -0.13
N -1.22 -0.84 0.81
O 1.39 -1.99 -0.42
*
```

=====

[4]
ORCA calculation (ωB97M-V with the def2-TZVPD basis set) on C23H49AsBF6MoO2Se4Si4Te2 as an isolated structure in a non-equilibrium geometry.

The calculation puts the molecular weight at 1336.7 g/mol. For the max |F|, the calculation gives 0.0257 hartree/bohr. The value obtained for the HOMO energy (alpha / beta) is -7.77 / -7.94 eV. Its energy above the lowest of the compared OMol25 structures with the same formula, charge and spin is 32.7 kcal per mole.

ORCA input file:
```
! wB97M-V def2-TZVPD RIJCOSX def2/J DEFGRID3
* xyz 0 2
Mo -0.33 -0.91 -1.23
Se -2.24 -2.32 -0.64
Te -1.66 -4.78 -0.38
Te 1.01 -4.47 -0.66
Se 0.91 -2.63 -2.35
C -2.20 -2.68 5.03
Se -1.10 -2.13 3.51
C -2.41 -0.87 2.76
C -1.98 0.58 2.72
Se -1.06 1.23 1.08
C 0.56 1.92 1.90
H -3.13 -3.12 4.67
H -2.41 -1.83 5.67
H -1.64 -3.43 5.58
H -3.28 -0.97 3.42
H -2.69 -1.23 1.78
H -1.31 0.83 3.54
H -2.86 1.22 2.78
H 0.46 3.00 2.01
H 1.40 1.69 1.26
H 0.70 1.45 2.87
C 3.56 -3.11 5.82
C 4.62 -2.38 5.00
C 5.76 -3.36 4.67
C 5.17 -1.24 5.87
C 4.05 -1.81 3.70
C 4.76 -0.83 3.00
C 4.25 -0.19 1.87
C 3.00 -0.58 1.45
O 2.24 -0.11 0.41
B 1.09 -0.89 0.38
O 1.14 -1.82 1.42
C 2.32 -1.60 2.09
C 2.81 -2.23 3.21
H 3.98 -3.40 6.79
H 3.22 -4.03 5.32
H 2.69 -2.47 6.01
H 6.22 -3.72 5.59
H 6.52 -2.87 4.06
H 5.38 -4.22 4.11
H 5.40 -1.61 6.87
H 4.44 -0.44 5.96
H 6.09 -0.81 5.45
H 5.75 -0.55 3.33
H 4.81 0.58 1.34
H 2.22 -3.01 3.68
C -4.93 2.22 -2.80
Si -4.08 0.76 -1.96
C -4.41 0.79 -0.11
C -4.87 -0.83 -2.58
Si -1.73 0.94 -2.35
Si -1.05 3.24 -2.08
C 0.67 3.64 -1.47
C -2.28 4.11 -0.93
C -1.27 3.96 -3.80
Si -1.37 0.14 -4.71
C -3.05 0.65 -5.40
C -1.25 -1.73 -4.86
C -0.11 1.08 -5.72
H -5.89 2.44 -2.33
H -5.11 2.01 -3.86
H -4.32 3.13 -2.75
H -5.48 0.80 0.12
H -3.95 1.66 0.39
H -3.99 -0.11 0.34
H -5.93 -0.68 -2.82
H -4.80 -1.61 -1.81
H -4.38 -1.23 -3.48
H 0.96 3.01 -0.63
H 0.72 4.68 -1.14
H 1.40 3.50 -2.25
H -2.47 3.53 -0.03
H -3.24 4.28 -1.43
H -1.90 5.09 -0.62
H -0.47 3.62 -4.47
H -1.23 5.05 -3.77
H -2.23 3.67 -4.25
H -3.87 0.03 -5.02
H -3.03 0.54 -6.49
H -3.28 1.69 -5.17
H -1.65 -2.24 -3.98
H -0.21 -2.05 -4.98
H -1.81 -2.07 -5.73
H -0.61 1.87 -6.29
H 0.39 0.41 -6.43
H 0.67 1.53 -5.12
F 1.23 0.77 -1.91
As 2.81 0.66 -2.85
F 3.52 1.68 -1.68
F 2.24 2.04 -3.72
F 4.21 0.59 -3.84
F 1.90 -0.35 -3.95
F 3.32 -0.74 -2.00
*
```

=====

- Which of these has the lowest molecular weight?
  C6H15NO

=====

- The lowest molecular weight belongs to which entry?
  C6H15NO

=====

What did the first record say?
ORCA calculation (ωB97M-V with the def2-TZVPD basis set) on C34H29AsFN3ReS2 as an isolated structure in a non-equilibrium geometry.

The calculation puts the molecular weight at 823.9 g/mol. For the max |F|, the calculation gives 0.0348 hartree/bohr. The value obtained for the HOMO energy (alpha / beta) is -13.27 / -13.24 eV. Its energy above the lowest of the compared OMol25 structures with the same formula, charge and spin is 33.8 kcal per mole.

ORCA input file:
```
! wB97M-V def2-TZVPD RIJCOSX def2/J DEFGRID3
* xyz 2 2
Re -1.06 -1.07 0.40
C -4.28 -4.48 -2.29
N -4.33 -3.00 -2.33
C -5.21 -2.27 -3.11
C -4.97 -0.98 -2.89
N -3.91 -0.92 -1.96
C -3.55 -2.18 -1.63
S -2.32 -2.82 -0.60
C -3.46 0.33 -1.40
C -3.87 1.50 -2.01
C -3.67 2.70 -1.35
C -3.11 2.69 -0.09
C -2.66 1.49 0.41
N -2.77 0.31 -0.25
H -5.10 -4.85 -2.90
H -4.40 -4.82 -1.27
H -3.33 -4.83 -2.69
H -5.95 -2.74 -3.75
H -5.47 -0.11 -3.26
H -4.34 1.49 -2.98
H -3.98 3.63 -1.82
H -2.97 3.60 0.49
H -2.16 1.45 1.36
S -0.82 -0.73 2.59
C 0.77 -0.06 3.04
C 1.14 -0.12 4.38
C 2.39 0.36 4.75
C 3.24 0.90 3.81
C 2.86 0.99 2.47
C 1.62 0.49 2.09
As 0.79 0.63 0.38
C 0.27 2.50 0.38
C -0.09 3.10 1.58
C -0.44 4.44 1.59
C -0.44 5.18 0.41
C -0.07 4.57 -0.78
C 0.29 3.23 -0.80
C 1.94 0.49 -1.13
C 3.32 0.62 -1.06
C 4.07 0.53 -2.22
C 3.45 0.30 -3.44
C 2.07 0.16 -3.51
C 1.31 0.25 -2.35
H 0.46 -0.54 5.11
H 2.69 0.30 5.79
H 4.21 1.28 4.11
H 3.51 1.47 1.76
H -0.07 2.55 2.51
H -0.70 4.92 2.53
H -0.70 6.23 0.43
H -0.04 5.15 -1.70
H 0.61 2.78 -1.73
H 3.82 0.78 -0.12
H 5.15 0.64 -2.17
H 4.05 0.22 -4.34
H 1.59 -0.03 -4.46
H 0.24 0.14 -2.41
F 5.34 -2.41 2.64
C 4.12 -2.50 2.09
C 3.98 -2.31 0.74
C 2.71 -2.39 0.18
C 1.59 -2.66 0.97
C 0.24 -2.78 0.33
C 1.78 -2.88 2.33
C 3.04 -2.80 2.91
H 4.86 -2.12 0.13
H 2.59 -2.28 -0.89
H -0.35 -3.57 0.81
H 0.32 -3.03 -0.72
H 0.93 -3.12 2.96
H 3.20 -2.98 3.96
*
```